1.
Here is the molecule C4H7P3 in a non-equilibrium geometry from the Open Molecules 2025 dataset. Energies are from the ωB97M-V functional and the def2-TZVPD basis.

Output
Total energy (eV): -32120.338
Kohn-Sham gap (alpha / beta) (eV): 5.740 / 5.790
Energy above the lowest of the compared OMol25 structures with the same formula, charge and spin (kJ/mol): 121.82

Geometry as ORCA input:
```
! wB97M-V def2-TZVPD RIJCOSX def2/J DEFGRID3
* xyz 0 3
H 1.00986 -2.53912 -0.81901
H 1.68541 1.13089 -0.61994
P -1.77780 -1.81359 -0.08841
P -3.05649 0.07263 -0.28322
C -0.24023 1.13478 0.11739
C -0.33038 -1.04970 -0.11620
H 1.19098 2.63017 0.02019
P -1.80424 1.74079 0.28089
C 1.14571 1.55134 0.10190
C 1.01946 -1.61160 -0.27395
H 1.66959 -0.99321 -0.96041
H 1.59797 -1.57516 0.70780
H -3.63670 0.18602 0.95415
H 1.52685 1.13576 0.97883
*
```

Atomic partial charges in e from the Löwdin method, atoms 1 to 2:
1. H 0.0578
2. H 0.0119

=====

2.
Here is the molecule C4H7PS in a non-equilibrium geometry from the Open Molecules 2025 dataset. Energies are from the ωB97M-V functional and the def2-TZVPD basis.

Output
Total energy (eV): -24382.814
Kohn-Sham gap (eV): 9.480
Structure (SMILES): C#CCCPS
Energy above the lowest of the compared OMol25 structures with the same formula, charge and spin (kJ/mol): 153.27

Geometry as ORCA input:
```
! wB97M-V def2-TZVPD RIJCOSX def2/J DEFGRID3
* xyz 0 1
H -4.32108 -0.15595 0.21803
P 1.73704 -0.82604 -0.03446
C -3.30592 -0.01996 -0.03032
H -0.41274 -1.15545 0.73157
C -2.20757 0.47245 -0.10244
H 1.45172 -0.59390 -1.38563
C 0.11214 -0.27596 0.58529
C -0.70980 0.58291 -0.35487
S 3.06015 0.79496 -0.00102
H 3.08631 0.74299 1.25275
H -0.43886 1.61010 -0.14711
H 0.32095 0.35297 1.44302
H -0.69132 0.48271 -1.47991
*
```

Atomic partial charges in e from the Löwdin method, atoms 1 to 2:
1. H 0.0124
2. P 0.5215

=====

3.
Here is a structure of composition C4H7PS in a non-equilibrium geometry from the Open Molecules 2025 dataset. Energies are from the ωB97M-V functional and the def2-TZVPD basis.

Output
Total energy (eV): -24382.460
Kohn-Sham gap (eV): 7.884
Energy above the lowest of the compared OMol25 structures with the same formula, charge and spin (kJ/mol): 187.43

Geometry as ORCA input:
```
! wB97M-V def2-TZVPD RIJCOSX def2/J DEFGRID3
* xyz 0 1
C 0.70333 -0.24564 -0.24901
H 2.54450 -0.49128 -1.35189
H -0.42517 1.53156 0.03176
C 1.90804 -0.87658 -0.60115
H -0.57991 -2.03902 0.32263
H -1.64931 0.21338 -2.04383
C 0.10189 -1.33006 0.74707
H -0.20324 -0.94585 1.71295
H -1.97367 -1.01130 -0.47382
P 1.89759 -1.95745 0.76530
S -2.19406 -0.94517 -1.83984
H 1.04194 1.62974 -1.06016
C 0.32110 1.00184 -0.48893
*
```

Atomic partial charges in e from the Löwdin method, atoms 1 to 2:
1. C -0.5770
2. H 0.0486

=====

4.
Here is a cluster of 2 separate species, C4H8 in total in a non-equilibrium geometry from the Open Molecules 2025 dataset. Energies are from the ωB97M-V functional and the def2-TZVPD basis.

Output
Total energy (eV): -4275.102
Kohn-Sham gap (eV): 11.024
Structure (SMILES): C=C.C=C
Energy above the lowest of the compared OMol25 structures with the same formula, charge and spin (kJ/mol): 201.80

Geometry as ORCA input:
```
! wB97M-V def2-TZVPD RIJCOSX def2/J DEFGRID3
* xyz 0 1
C 1.87600 0.17321 0.84951
H 1.48978 -0.69137 -1.02097
H 3.13545 -0.09742 -0.88454
C -1.93574 0.36377 -0.81578
H -2.19679 0.03437 1.32146
C -2.03204 -0.31979 0.31159
H -1.79257 1.43576 -0.67778
C 2.15076 -0.07320 -0.42509
H -2.04174 -1.40523 0.28663
H -2.15078 0.08312 -1.83427
H 1.07590 -0.33515 1.37704
H 2.42175 0.83193 1.51218
*
```

Atomic partial charges in e from the Löwdin method, atoms 1 to 2:
1. C -0.0815
2. H 0.0353

=====

5.
Here is a cluster of 2 separate species, C4H8 in total in a non-equilibrium geometry from the Open Molecules 2025 dataset. Energies are from the ωB97M-V functional and the def2-TZVPD basis.

Output
Total energy (eV): -4272.180
Kohn-Sham gap (eV): 6.967
Energy above the lowest of the compared OMol25 structures with the same formula, charge and spin (kJ/mol): 483.75

Geometry as ORCA input:
```
! wB97M-V def2-TZVPD RIJCOSX def2/J DEFGRID3
* xyz 0 1
C 0.85950 0.18200 1.13234
H -1.59361 1.68956 0.40723
H 0.89226 1.14722 1.54683
H -0.41442 -1.73064 0.36425
H 1.90647 -0.09941 0.75444
C -0.05814 0.06654 -0.04225
H 1.36691 -1.24327 -1.06975
H 0.13400 -0.85643 -2.17436
C 0.35979 -0.81862 -1.06544
H -1.93796 0.48132 -0.97924
C -1.34916 0.77592 -0.14591
H 0.77435 -0.62338 1.87815
*
```

Atomic partial charges in e from the Löwdin method, atoms 1 to 2:
1. C -0.1160
2. H 0.0361

=====

6.
Here is the molecule C4H8 in a non-equilibrium geometry from the Open Molecules 2025 dataset. Energies are from the ωB97M-V functional and the def2-TZVPD basis.

Output
Total energy (eV): -4276.286
Kohn-Sham gap (eV): 10.632
Structure (SMILES): C=CCC
Energy above the lowest of the compared OMol25 structures with the same formula, charge and spin (kJ/mol): 87.57

Geometry as ORCA input:
```
! wB97M-V def2-TZVPD RIJCOSX def2/J DEFGRID3
* xyz 0 1
C -1.56405 -0.23716 0.21566
C 2.06816 0.00359 0.19463
H -1.42992 -0.48482 1.30290
H -2.56441 0.33905 0.17607
H -0.27415 1.56059 0.28016
H -0.68711 0.71670 -1.25430
C -0.37394 0.56811 -0.23185
H 2.79630 -0.85298 0.06594
H 2.45317 1.09747 0.48668
H 0.54936 -1.30906 -0.65484
H -1.77821 -1.10629 -0.35923
C 0.80479 -0.29521 -0.22181
*
```

Atomic partial charges in e from the Löwdin method, atoms 1 to 2:
1. C -0.1525
2. C -0.0239

=====

7.
Here is a structure of composition C4H82NiO42 in a non-equilibrium geometry from the Open Molecules 2025 dataset. Energies are from the ωB97M-V functional and the def2-TZVPD basis.

Output
Total energy (eV): -132526.300
Kohn-Sham gap (alpha / beta) (eV): 9.306 / 9.508

Geometry as ORCA input:
```
! wB97M-V def2-TZVPD RIJCOSX def2/J DEFGRID3
* xyz 0 3
H -1.96507 -6.69765 -2.33716
O -1.63012 5.20429 5.23038
C -3.26714 0.40117 -4.03362
H 4.23617 1.52774 -1.57452
O -0.23964 0.15773 -0.02492
O -0.60363 2.52022 -5.85372
H 1.71371 1.47994 4.23793
O -2.93308 -0.35504 -3.06897
H 4.22599 3.56032 3.49963
H 4.88248 -2.24515 2.26404
H 4.36421 -4.04600 -0.70299
H -5.32497 3.23189 5.58573
H -3.76654 -3.03993 3.40815
H 2.55933 -0.92883 -0.98132
O 0.00639 3.98246 3.31988
H -3.10821 0.59286 4.64714
H 1.44749 3.36561 -2.77244
H 2.97373 2.66257 0.83917
H 2.25652 -0.46658 0.75761
H 2.02971 0.28616 -3.49188
H 2.39696 -1.22881 5.54020
C 0.55037 -0.59859 -0.69726
H 3.40454 -3.26558 -1.49992
H 2.20725 -0.51293 4.17137
H -4.02327 -3.11414 -2.54586
O 0.66057 4.24743 -0.97533
H -1.89017 1.88315 -2.94981
H -0.00118 -6.13321 -0.77203
H -2.27271 2.01540 4.13068
H 0.20597 -0.67711 -7.01011
O 4.89754 3.12133 3.03000
O 4.49573 -1.62840 1.64258
O -2.27804 2.43050 4.99829
O -4.60549 0.05991 1.14762
H -0.53351 -1.42219 -5.02389
H -0.50509 -1.22448 2.64266
H -1.69881 3.41461 -0.44137
H -4.25633 0.29158 -6.02479
H -4.43645 -0.39951 1.95367
H 6.06877 1.55901 1.49992
O 5.44998 0.50530 3.09097
H 5.81886 -0.11192 3.78311
H 3.22019 -6.50420 -0.02692
O -0.26072 -2.14298 -4.35431
H 0.94354 -2.93037 -2.10850
H 4.33206 -6.93297 -0.89815
H 5.60233 -1.47410 -3.23245
H -5.64207 3.38210 2.51292
H -0.45644 -1.82638 -3.50793
O -5.02349 2.92406 1.91865
O 0.18435 -0.86719 -1.89231
H -0.43535 0.58721 -6.41855
H 1.83258 2.22319 -3.71374
H -2.00000 -5.31957 -1.65908
O 0.73222 -5.77090 -0.22846
H 3.93546 -2.06228 0.96258
O 4.64624 -1.44579 -3.42828
H 1.09249 -5.52117 -4.49571
O -3.81322 5.46292 3.57285
H -2.72089 -2.23892 -1.24673
O -3.27868 1.05764 -0.67108
H -3.33910 -1.05986 -5.73240
H -4.84563 -0.89901 -4.89302
H -0.38265 3.18366 2.89729
O 4.12228 2.33438 -1.04537
H 5.64683 2.97749 1.38158
H 1.10791 3.62179 -0.44346
H -3.24635 1.80005 -0.08785
O 2.43435 -1.40136 4.60011
Ni -1.74300 0.11444 -1.41455
H 4.92018 2.31493 -0.50050
H -4.36109 3.59116 1.57425
H -0.68147 -4.31348 0.95825
H -1.48327 2.46828 -5.41520
H -0.46740 2.29458 -2.45515
H 4.37816 -2.26115 -2.93474
H -4.42826 4.77175 3.99594
H 1.03539 -5.03267 -0.73148
H -4.03290 0.45390 -0.34987
H 0.40606 -1.87216 3.75385
O -1.77936 -6.26613 -1.51332
H 1.96088 2.17422 1.76411
O -4.95527 3.17127 4.68499
O -2.88698 1.57191 -4.07856
O -2.14003 3.51900 0.40100
H 3.52257 -0.03286 -3.59251
O 4.04615 -6.16063 -0.42187
H -4.06714 2.81177 4.92655
H -4.82127 0.99532 1.44458
C 1.90183 -0.98537 -0.11263
O -3.08668 -3.42827 -2.40957
O -3.16748 0.12967 3.81204
H 0.99486 5.11467 -0.63159
H 0.03295 2.63848 -5.13640
H -1.59703 0.52629 2.78874
O -1.30532 1.96453 -2.19562
H 4.81702 2.17980 3.13908
O 1.41627 -4.63192 -4.42534
H -3.02261 -0.84256 3.78868
H -2.46035 5.46527 4.79706
H -1.70645 4.31775 0.74328
O 2.25579 2.97976 1.37264
O -2.42823 -1.58872 -0.54786
H -2.65491 -3.08503 -3.22274
H 4.94803 -0.09624 2.51452
O -0.79227 0.64446 2.39378
C -3.95697 -0.34115 -5.20730
H -1.66423 -2.14597 -0.18048
O -0.48492 -0.40336 -6.46842
O 1.56217 0.82618 3.53914
O 4.31367 -3.22225 -1.12274
H 1.79338 -2.11535 0.15143
H -2.50900 -2.85637 2.58257
O 1.41727 -3.78159 -1.96621
O 1.05974 2.77801 -3.38831
H -0.98333 5.09858 4.57502
H -0.47304 -3.02682 1.70858
H -4.28787 6.22259 3.20468
H 0.86793 4.00947 2.86099
H -1.89450 3.29185 5.20506
O 2.85465 0.69067 -3.55698
O 6.13701 2.32409 0.91985
H 0.63938 0.79045 3.37560
O -3.37867 -2.45104 2.78746
O -0.90170 -3.37793 0.95088
H 1.63200 -4.05994 -2.90480
H 0.67654 -4.05572 -4.59034
H -0.78755 0.71995 1.38874
O -0.10048 -2.09298 2.97117
*
```

Atomic partial charges in e from the Löwdin method, atoms 1 to 2:
1. H 0.0389
2. O -0.0503

=====

8.
Here is a structure of composition C4H8AgO3 in a non-equilibrium geometry from the Open Molecules 2025 dataset. Energies are from the ωB97M-V functional and the def2-TZVPD basis.

Output
Total energy (eV): -14412.076
Kohn-Sham gap (alpha / beta) (eV): 3.963 / 7.643
Energy above the lowest of the compared OMol25 structures with the same formula, charge and spin (kJ/mol): 263.62

Geometry as ORCA input:
```
! wB97M-V def2-TZVPD RIJCOSX def2/J DEFGRID3
* xyz 0 2
H 2.62049 -0.50119 -1.45371
C -1.70116 -0.29854 -0.45017
C 1.06770 0.98728 0.02474
H 3.90040 0.11956 -0.39184
O -0.17633 0.56268 0.26349
C -2.48839 -0.70997 0.76742
H -1.86025 -0.99094 1.62252
H -3.05624 -1.63007 0.55184
O 2.03311 0.13620 0.47600
H -3.26639 0.02450 1.01826
H 3.11871 -1.46370 -0.04123
Ag -1.00699 2.92233 0.34260
O 1.24086 2.23786 0.21343
H -1.50787 0.20391 -1.40879
C 2.95670 -0.44428 -0.40817
H -1.87436 -1.15562 -1.12639
*
```

Atomic partial charges in e from the Löwdin method, atoms 1 to 2:
1. H 0.0958
2. C -0.1612

=====

9.
Here is a structure of composition C4H8BeF3O5S in a non-equilibrium geometry from the Open Molecules 2025 dataset. Energies are from the ωB97M-V functional and the def2-TZVPD basis.

Output
Total energy (eV): -33892.282
Kohn-Sham gap (alpha / beta) (eV): 7.945 / 7.939

Geometry as ORCA input:
```
! wB97M-V def2-TZVPD RIJCOSX def2/J DEFGRID3
* xyz 1 1
H 2.99040 -1.28921 2.08362
S 1.04185 0.10580 0.71559
C 3.16575 -0.21504 2.20374
H -1.87116 -2.12034 -0.64770
H -0.72666 -0.35530 -2.42026
Be -1.55104 0.43582 0.55700
O -2.32380 -1.19049 1.11858
H -1.46373 1.18332 -2.26971
H -2.50656 -0.32872 -2.72677
F 1.42983 1.33131 -1.58177
C -2.48070 -1.29801 -0.23167
H -3.53855 -1.35059 -0.54116
C 0.77068 1.53960 -0.47187
O -1.93581 -0.07692 -0.77532
F -0.55314 1.54793 -0.72595
O 1.27572 -1.07715 -0.10043
O -0.61686 -0.31869 1.31965
H 4.17788 -0.02242 1.83803
C -1.68253 0.11667 -2.15175
H 2.99392 0.01260 3.26012
F 1.10085 2.68007 0.07655
O 2.30368 0.68975 1.47149
*
```

Atomic partial charges in e from the Löwdin method, atoms 1 to 2:
1. H 0.1054
2. S 1.0612

=====

10.
Here is a structure of composition C4H8Br2O in a non-equilibrium geometry from the Open Molecules 2025 dataset. Energies are from the ωB97M-V functional and the def2-TZVPD basis.

Output
Total energy (eV): -146408.278
Kohn-Sham gap (eV): 10.392
Energy above the lowest of the compared OMol25 structures with the same formula, charge and spin (kJ/mol): 99.06

Geometry as ORCA input:
```
! wB97M-V def2-TZVPD RIJCOSX def2/J DEFGRID3
* xyz 0 1
H 0.60038 1.55818 2.47063
H -0.81380 0.92036 0.95599
C -0.96060 -1.79157 1.35588
C 1.11559 0.75484 1.93638
H -0.80218 -3.84305 0.59467
H -1.30297 -2.69288 -0.61825
H -2.42572 -3.31217 0.62940
C -1.42825 -2.89427 0.44052
H 0.57474 0.69056 -0.22256
H 2.13400 1.15692 1.72911
Br -2.43541 -0.77354 1.96974
H 1.19539 -0.14541 2.49468
O -0.05371 -0.82997 0.44275
C 0.19745 0.49803 0.75647
Br 0.17345 -2.29096 2.70719
*
```

Atomic partial charges in e from the Löwdin method, atoms 1 to 2:
1. H 0.0764
2. H 0.0608